{
  "formula": "C26H42IN7O6P3",
  "method": "ωB97M-V/def2-TZVPD",
  "charge": 1,
  "gap_ev": 5.77,
  "homo_energy_ev": -10.593,
  "species": ["C", "P", "C", "C", "C", "C", "C", "C", "C", "O", "C", "O", "C", "I", "P", "N", "O", "C", "C", "C", "C", "O", "N", "C", "C", "C", "C", "C", "C", "N", "P", "N", "O", "O", "H", "H", "H", "H", "H", "H", "H", "H", "H", "H", "H", "H", "H", "H", "H", "H", "H", "H", "H", "H", "H", "H", "H", "H", "H", "H", "H", "H", "H", "H", "H", "H", "H", "C", "C", "N", "H", "H", "H", "C", "C", "N", "H", "H", "H", "C", "C", "N", "H", "H", "H"],
  "xyz": [[3.7526, 3.0588, 2.3016], [3.3812, 1.2366, 1.7899], [4.9707, 0.7731, 0.8097], [1.8596, 1.2494, 0.6528], [1.5214, 0.0094, -0.3021], [2.6281, -0.6324, -1.2546], [3.4653, -1.8344, -0.6105], [2.7381, -3.2673, -0.6367], [3.5621, -4.1932, 0.4218], [4.9300, -4.4523, -0.0481], [5.8765, -3.6824, 0.6748], [6.7612, -3.0720, 0.0099], [0.2851, 0.7423, -1.0896], [0.7392, 2.1213, -2.6947], [-0.8814, -0.6583, -1.7352], [-0.8606, -2.0156, -0.5695], [-0.2790, -1.2846, -3.2174], [-0.4359, 1.2777, 0.2596], [-2.0138, 1.4345, 0.2565], [-2.8300, 0.2687, 1.0144], [-4.2381, 0.0360, 0.2799], [-4.2328, -0.6138, -0.7971], [-5.5110, 0.5998, 0.8057], [-6.3616, -0.5872, 1.1615], [-5.6960, -1.7526, 1.9578], [-6.5168, -3.0353, 2.3162], [-8.0164, -3.0943, 1.8932], [-8.7010, -1.9256, 1.1255], [-7.8541, -0.6629, 0.7351], [0.4875, 1.5134, 1.2224], [-0.0608, 2.0400, 2.8107], [1.0818, 2.3391, 3.8687], [-0.9511, 3.4888, 2.6182], [-1.0187, 0.7665, 3.4943], [2.7975, 3.6359, 2.0395], [4.6799, 3.4609, 1.7772], [3.8807, 3.0165, 3.4469], [5.3510, -0.2798, 1.0892], [5.8132, 1.4882, 1.1496], [4.8576, 0.9095, -0.3191], [2.0684, 2.1918, 0.0034], [1.2195, -0.8085, 0.4595], [2.0956, -1.0712, -2.1850], [3.2968, 0.2075, -1.6420], [3.7409, -1.6429, 0.4977], [4.4233, -1.9538, -1.2490], [2.8611, -3.7949, -1.6463], [1.6379, -3.2042, -0.3105], [3.6910, -3.5938, 1.4063], [3.0174, -5.1597, 0.6835], [5.9157, -3.5541, 1.8077], [-0.3976, -2.8457, -0.9665], [-1.8447, -2.2626, -0.3346], [-0.5384, -2.2361, -3.2034], [-2.3050, 2.4369, 0.7591], [-2.4622, 1.5088, -0.8071], [-3.0794, 0.6824, 2.0673], [-2.2344, -0.6868, 1.1988], [-5.3302, 1.1460, 1.6695], [-4.5999, -1.7188, 2.3001], [-5.9825, -3.8623, 2.8982], [-8.5866, -4.0402, 2.1935], [-9.8053, -2.0549, 0.8486], [-8.3906, 0.1557, 0.1400], [0.9482, 1.6804, 4.6555], [-1.7726, 3.3320, 3.1447], [-0.4182, -0.0197, 3.5836], [-5.7238, -4.9894, -1.7799], [-5.7464, -5.3390, -0.3223], [-5.7642, -5.6125, 0.8263], [-6.6971, -5.1985, -2.2265], [-5.4953, -3.9292, -1.9033], [-4.9624, -5.5805, -2.2914], [1.7883, 5.7422, -5.7539], [2.3617, 4.3568, -5.7859], [2.8146, 3.2653, -5.8111], [1.7834, 6.1180, -4.7293], [2.3908, 6.4072, -6.3745], [0.7656, 5.7293, -6.1340], [6.5704, 5.2894, -0.7300], [5.0710, 5.3085, -0.7373], [3.8897, 5.3243, -0.7430], [6.9471, 5.3629, -1.7514], [6.9491, 6.1318, -0.1490], [6.9276, 4.3596, -0.2843]]
}